A single C3H8N2O2 molecule in a non-equilibrium geometry, computed with wB97M-V/def2-TZVPD.

Geometry as XYZ:
```
15
Properties=species:S:1:pos:R:3
N -1.499 -1.666 -0.377
C -1.109 -0.385 -0.109
O -1.968 0.488 -0.079
C 0.390 -0.101 -0.344
N 1.193 -1.268 0.020
C 0.635 1.210 0.433
O 1.984 1.676 0.378
H -2.473 -1.819 -0.159
H -0.899 -2.291 -0.867
H 0.593 0.126 -1.392
H 0.890 -1.816 0.810
H 2.126 -0.889 0.126
H -0.116 1.965 0.205
H 0.395 0.992 1.485
H 1.984 2.186 -0.441
```

## Properties
E_tot in a.u.: -379.09611
SMILES: NC(=O)[C@H](N)CO
Frontier orbital gap in eV: 10.280
Energy relative to the best compared isomer or geometry (same formula, charge and spin) in kJ/mol: 117.9

***

A molecular structure, C5H8O, computed with wB97M-V/def2-TZVPD.

Geometry as XYZ:
```
14
Properties=species:S:1:pos:R:3
C 0.253 -1.027 1.409
C -0.906 -0.922 -0.112
O -2.073 -0.980 0.013
C 0.097 0.034 -0.954
C -0.294 1.156 -1.700
C 0.531 0.656 0.320
H 1.017 -1.741 1.090
H 0.698 -0.402 2.202
H -0.543 -1.567 1.936
H 0.870 -0.596 -1.396
H -1.090 1.795 -1.328
H 0.045 1.332 -2.717
H 1.577 0.932 0.450
H -0.181 1.332 0.787
```

## Properties
E_tot in a.u.: -270.34223
Frontier orbital gap (alpha / beta) in eV: 7.900 / 7.900
Energy relative to the best compared isomer or geometry (same formula, charge and spin) in kJ/mol: 566.2

***

3 unconnected molecules or ions with the total composition C4H16N2O2 in a non-equilibrium geometry, computed with wB97M-V/def2-TZVPD.

Geometry as XYZ:
```
24
Properties=species:S:1:pos:R:3
C 0.460 0.600 2.439
C -0.911 0.106 2.020
C -0.793 -1.129 1.135
N 0.235 -0.961 0.102
C -0.182 -1.509 -1.222
N -1.374 -0.950 -1.804
H 0.400 1.421 3.171
H 1.052 1.107 1.666
H 1.025 -0.181 2.929
H -1.512 -0.191 2.895
H -1.596 0.772 1.487
H -1.761 -1.326 0.634
H -0.532 -1.977 1.788
H 0.263 0.034 -0.100
H 0.689 -1.328 -1.875
H 0.020 -2.569 -1.037
H -1.253 -0.871 -2.794
H -2.244 -1.333 -1.456
O -0.546 2.206 -0.135
H -0.235 2.982 -0.620
H -1.010 1.566 -0.669
O 2.865 0.935 -2.061
H 3.117 0.666 -1.172
H 1.940 1.189 -2.015
```

## Properties
E_tot in a.u.: -421.95159
SMILES: CCCNCN.O.O
Frontier orbital gap in eV: 9.577
Energy relative to the best compared isomer or geometry (same formula, charge and spin) in kJ/mol: 104.6

***

A single C4H5NO2 molecule, computed with wB97M-V/def2-TZVPD.

Geometry as XYZ:
```
12
Properties=species:S:1:pos:R:3
C -0.374 -0.733 1.427
N 0.394 -1.370 0.658
C 0.605 -0.879 -0.691
C 0.127 0.529 -0.929
O 0.825 1.437 -0.018
C -0.540 1.217 0.152
O -0.997 0.469 1.231
H -0.631 -1.121 2.409
H 0.126 -1.591 -1.374
H 1.675 -0.883 -0.929
H -0.068 0.813 -1.966
H -1.142 2.112 0.028
```

## Properties
E_tot in a.u.: -360.59650
SMILES: C1=NC[C@@H]2O[C@@H]2O1
Frontier orbital gap in eV: 10.892
Energy relative to the best compared isomer or geometry (same formula, charge and spin) in kJ/mol: 191.5

***

8 unconnected molecules or ions with the total composition C24H68N4O12 in a non-equilibrium geometry, computed with wB97M-V/def2-TZVPD.

Geometry as XYZ:
```
108
Properties=species:S:1:pos:R:3
C -3.163 -2.714 2.525
O -4.189 -3.646 2.259
C -5.000 -3.234 1.172
C -4.113 -3.004 -0.110
C -4.927 -2.971 -1.399
N -3.200 -4.112 -0.332
H -2.269 -2.911 1.930
H -2.900 -2.819 3.576
H -3.394 -1.651 2.397
H -5.767 -3.950 0.879
H -5.459 -2.294 1.498
H -3.513 -2.118 0.083
H -5.449 -3.905 -1.614
H -4.291 -2.739 -2.252
H -5.729 -2.228 -1.344
H -2.584 -4.424 0.418
H -3.624 -5.026 -0.481
C 5.253 1.503 -2.628
O 4.114 1.487 -1.781
C 4.300 2.236 -0.593
C 5.361 1.848 0.430
C 5.312 0.346 0.655
N 5.202 2.514 1.707
H 5.204 2.364 -3.302
H 5.221 0.603 -3.239
H 6.189 1.540 -2.072
H 4.639 3.206 -1.006
H 3.361 2.507 -0.111
H 6.382 1.985 0.059
H 6.158 0.008 1.259
H 5.327 -0.261 -0.252
H 4.398 0.050 1.182
H 5.867 3.247 1.891
H 5.158 1.866 2.478
C 0.746 1.956 1.761
O -0.452 1.318 1.384
C -0.509 0.833 0.049
C -1.150 -0.540 0.091
C -0.170 -1.597 0.613
N -1.558 -0.968 -1.276
H 1.589 1.296 1.975
H 0.616 2.622 2.617
H 0.991 2.700 0.993
H -1.224 1.519 -0.420
H 0.439 0.722 -0.480
H -2.127 -0.681 0.558
H -0.672 -2.579 0.608
H 0.187 -1.566 1.647
H 0.637 -1.918 -0.054
H -0.890 -0.666 -1.974
H -1.719 -1.966 -1.287
C -0.399 -3.020 -6.783
O -1.654 -3.544 -6.381
C -1.908 -3.873 -5.010
C -0.728 -4.628 -4.367
C -0.637 -6.119 -4.665
N -0.947 -4.602 -2.898
H -0.558 -2.423 -7.676
H 0.188 -3.890 -7.109
H 0.135 -2.576 -5.942
H -2.197 -2.882 -4.634
H -2.790 -4.517 -5.013
H 0.244 -4.179 -4.555
H -1.619 -6.594 -4.721
H 0.007 -6.685 -3.995
H -0.172 -6.295 -5.643
H -1.145 -3.682 -2.529
H -1.671 -5.224 -2.571
O -0.732 0.011 5.012
C -1.860 -0.113 4.159
C -2.696 1.156 4.054
O -3.602 1.399 5.123
H -0.575 -0.860 5.382
H -1.645 -0.366 3.110
H -2.406 -0.991 4.519
H -3.193 1.078 3.077
H -2.076 2.042 3.911
H -4.072 0.564 5.227
O 3.551 0.059 4.658
C 3.173 -1.120 3.925
C 4.294 -2.190 3.962
O 4.366 -2.726 5.290
H 2.857 0.707 4.504
H 2.314 -1.554 4.438
H 3.058 -0.804 2.885
H 5.239 -1.767 3.626
H 3.880 -2.952 3.302
H 4.953 -2.091 5.719
O -1.415 4.199 1.241
C -2.780 4.378 0.859
C -3.253 5.806 1.165
O -2.454 6.691 0.378
H -1.314 3.254 1.403
H -3.013 3.966 -0.126
H -3.374 3.735 1.531
H -3.172 5.936 2.249
H -4.287 5.850 0.818
H -1.597 6.245 0.375
O 0.404 6.894 -1.076
C 0.898 5.672 -1.564
C 2.103 5.909 -2.492
O 1.845 6.893 -3.483
H 0.606 7.582 -1.720
H 1.159 5.016 -0.731
H 0.183 5.088 -2.160
H 2.187 4.936 -2.994
H 3.012 6.170 -1.948
H 2.677 7.246 -3.800
```

## Properties
E_tot in a.u.: -2076.85896
SMILES: COC[C@H](C)N.COC[C@H](C)N.COC[C@H](C)N.COC[C@H](C)N.OCCO.OCCO.OCCO.OCCO
Frontier orbital gap in eV: 9.313
Energy relative to the best compared isomer or geometry (same formula, charge and spin) in kJ/mol: 269.8

***

A molecular structure, C49H82B2Cl2MnO44V in a non-equilibrium geometry, computed with wB97M-V/def2-TZVPD.

Geometry as XYZ:
```
181
Properties=species:S:1:pos:R:3
Mn 14.242 9.347 14.337
V 16.941 15.359 22.292
O 20.578 14.542 18.516
C 19.507 14.025 18.318
O 19.129 13.453 17.149
B 17.681 13.174 17.137
O 17.323 13.425 18.540
C 18.329 13.931 19.265
O 18.330 14.379 20.417
O 17.372 11.762 16.707
C 16.518 11.804 15.645
O 15.881 10.883 15.119
C 16.260 13.315 15.332
O 16.939 14.036 16.246
O 15.575 13.819 14.456
O 16.442 10.604 22.946
C 15.808 10.947 21.964
O 15.242 10.139 21.040
B 14.448 10.931 20.064
O 14.577 12.319 20.595
C 15.446 12.397 21.520
O 15.940 13.412 21.992
O 13.001 10.578 20.030
C 12.616 10.284 18.825
O 11.476 10.001 18.483
C 13.923 10.326 17.919
O 14.915 10.797 18.685
O 13.913 10.106 16.680
C 16.204 7.098 22.337
Cl 15.458 7.149 23.995
Cl 14.927 6.634 21.151
H 16.676 8.036 22.044
H 17.007 6.361 22.316
C 8.763 15.808 18.786
C 9.527 15.685 17.417
O 10.564 14.659 17.461
C 11.858 15.049 17.344
O 12.267 16.180 17.075
O 12.584 13.959 17.686
C 13.987 14.104 17.959
H 8.447 14.811 19.091
H 7.967 16.544 18.669
H 9.457 16.214 19.521
H 9.800 16.707 17.155
H 8.745 15.298 16.764
H 14.172 14.641 18.889
H 14.479 14.645 17.150
H 14.488 13.137 17.987
C 11.291 9.000 22.827
C 12.670 9.414 23.254
O 12.663 10.842 23.482
C 12.278 11.390 24.579
O 12.001 10.821 25.638
O 12.364 12.777 24.434
C 11.969 13.617 25.587
H 10.524 9.303 23.539
H 11.149 7.955 22.551
H 11.120 9.424 21.838
H 13.323 9.076 22.449
H 12.908 8.901 24.185
H 10.925 13.459 25.861
H 11.982 14.678 25.337
H 12.537 13.354 26.479
C 20.005 7.280 14.721
C 18.936 6.930 15.745
O 17.737 7.543 15.307
C 16.552 7.557 16.004
O 15.594 8.181 15.522
O 16.593 6.774 17.063
C 15.389 6.480 17.740
H 19.702 7.047 13.700
H 20.826 6.610 14.978
H 20.307 8.317 14.865
H 19.060 7.162 16.802
H 18.689 5.882 15.576
H 15.644 5.611 18.346
H 14.529 6.317 17.089
H 15.090 7.301 18.392
C 15.667 11.378 26.437
C 16.105 12.489 25.459
O 15.659 13.655 26.073
C 15.851 14.833 25.484
O 16.429 15.040 24.416
O 15.242 15.820 26.215
C 14.643 15.559 27.503
H 15.810 10.336 26.151
H 14.617 11.452 26.717
H 16.137 11.527 27.410
H 15.467 12.326 24.591
H 17.152 12.400 25.168
H 15.316 14.977 28.134
H 13.616 15.201 27.565
H 14.589 16.549 27.955
C 9.219 12.035 15.995
C 10.725 11.773 15.681
O 11.173 12.368 14.425
C 12.304 11.980 13.928
O 13.083 11.108 14.354
O 12.489 12.761 12.872
C 13.619 12.656 12.055
H 9.074 13.107 15.865
H 8.892 11.754 16.996
H 8.482 11.788 15.230
H 10.863 10.699 15.554
H 11.387 12.121 16.473
H 14.578 12.619 12.570
H 13.571 13.560 11.448
H 13.432 11.740 11.493
C 19.515 4.888 24.371
C 20.813 5.670 24.144
O 20.596 6.989 24.528
C 19.895 7.928 23.763
O 19.272 7.672 22.781
O 20.022 9.106 24.387
C 19.483 10.252 23.765
H 18.828 5.041 23.539
H 18.998 5.130 25.299
H 19.816 3.849 24.239
H 21.249 5.511 23.157
H 21.556 5.345 24.873
H 20.171 11.073 23.970
H 18.511 10.472 24.207
H 19.518 10.306 22.677
C 11.383 6.264 18.871
C 10.714 6.539 17.521
O 11.724 7.208 16.706
C 11.442 7.917 15.623
O 12.302 8.591 15.031
O 10.114 7.831 15.305
C 9.700 8.430 14.126
H 11.548 7.087 19.566
H 12.315 5.722 18.714
H 10.712 5.548 19.345
H 9.901 7.231 17.742
H 10.334 5.643 17.032
H 10.429 8.414 13.315
H 9.427 9.476 14.260
H 8.860 7.886 13.694
C 11.054 13.163 21.705
C 11.414 14.642 21.675
O 12.803 14.794 22.074
C 13.396 15.889 22.554
O 14.612 15.977 22.609
O 12.498 16.882 22.799
C 12.927 18.112 23.491
H 11.855 12.503 21.372
H 10.186 12.919 21.091
H 10.728 12.797 22.679
H 10.812 15.256 22.344
H 11.356 15.078 20.678
H 13.628 18.722 22.920
H 13.464 17.811 24.391
H 12.077 18.755 23.720
O 22.517 9.892 18.928
C 21.901 8.850 18.699
O 20.577 8.734 18.885
C 19.752 9.740 19.522
C 18.272 9.666 19.011
C 22.665 7.609 18.262
H 20.086 10.765 19.360
H 19.837 9.657 20.605
H 18.090 9.728 17.938
H 17.627 10.482 19.336
H 17.743 8.788 19.379
H 22.100 6.876 17.686
H 23.006 7.188 19.208
H 23.546 7.897 17.688
O 6.728 11.945 21.301
C 7.812 11.431 21.245
O 8.684 11.198 22.219
C 8.349 11.323 23.565
C 7.235 10.273 23.985
C 8.441 11.142 19.865
H 8.251 12.384 23.792
H 9.201 11.129 24.217
H 7.482 9.251 23.695
H 6.247 10.373 23.537
H 7.016 10.259 25.053
H 8.517 12.095 19.341
H 7.836 10.504 19.221
H 9.482 10.822 19.922
```

## Properties
E_tot in a.u.: -8292.18042
Spin multiplicity: 10
Total charge: +1
Frontier orbital gap (alpha / beta) in eV: 3.558 / 7.460

***

A molecular structure, C41H35Cl5N7OPPdSe in a non-equilibrium geometry, computed with wB97M-V/def2-TZVPD.

Geometry as XYZ:
```
92
Properties=species:S:1:pos:R:3
Pd -0.131 -0.167 0.180
N -1.133 -2.817 -0.354
P -2.243 -1.312 0.087
C -3.428 -1.861 -1.181
C -4.726 -2.176 -0.791
C -5.605 -2.697 -1.725
C -5.212 -2.851 -3.045
C -3.933 -2.492 -3.441
C -3.031 -2.017 -2.506
C -2.656 -1.943 1.749
C -2.859 -0.903 2.668
C -3.193 -1.158 3.982
C -3.359 -2.475 4.389
C -3.181 -3.510 3.485
C -2.825 -3.257 2.167
C -0.115 -2.813 -1.248
C 0.191 -3.913 -2.078
C 1.273 -3.830 -2.922
C 2.048 -2.671 -2.952
C 1.691 -1.633 -2.120
N 0.656 -1.721 -1.294
H -1.715 -3.648 -0.418
H -5.033 -2.017 0.234
H -6.602 -2.976 -1.425
H -5.901 -3.247 -3.773
H -3.637 -2.587 -4.473
H -2.023 -1.755 -2.803
H -1.544 0.634 2.143
H -3.357 -0.334 4.660
H -3.650 -2.695 5.406
H -3.346 -4.527 3.809
H -2.724 -4.081 1.475
H -0.427 -4.797 -2.041
H 1.523 -4.661 -3.563
H 2.893 -2.585 -3.613
H 2.231 -0.695 -2.110
C 3.014 2.877 -0.820
C 2.020 1.911 -0.844
N 1.945 0.937 0.063
C 2.877 0.876 1.004
C 3.934 1.777 1.093
C 3.976 2.822 0.172
C 4.965 1.656 2.136
C 6.096 0.965 1.983
C 6.419 0.185 0.798
C 7.596 -0.576 0.747
C 7.756 -1.385 -0.364
N 6.881 -1.382 -1.352
C 5.838 -0.585 -1.267
N 5.565 0.168 -0.225
H 3.022 3.659 -1.564
H 1.259 1.911 -1.616
H 2.806 0.058 1.716
H 4.753 3.568 0.234
H 4.785 2.192 3.061
H 6.833 0.933 2.773
H 8.326 -0.543 1.538
H 8.596 -2.058 -0.473
H 5.154 -0.552 -2.102
C -0.446 4.270 1.216
C -0.313 3.052 2.039
O -0.043 1.937 1.671
H 0.370 4.955 1.448
H -1.368 4.795 1.459
H -0.414 4.017 0.159
Cl -0.576 3.334 3.750
C -3.274 1.642 2.654
C -2.648 0.469 2.083
C -3.016 0.302 0.621
Cl -0.980 0.835 -1.689
C -3.688 1.285 -0.056
Cl -4.136 1.048 -1.700
C -4.134 2.460 0.575
Cl -5.011 3.630 -0.280
C -3.876 2.625 1.988
Cl -4.379 4.094 2.732
C 0.197 -4.907 2.949
N 0.125 -3.753 3.805
C -0.112 -3.809 5.147
C -0.126 -2.534 5.617
N 0.099 -1.711 4.557
C 0.189 -0.279 4.589
C 0.252 -2.458 3.446
Se 0.822 -1.809 1.776
H 0.994 -5.576 3.277
H 0.402 -4.589 1.928
H -0.745 -5.458 2.980
H -0.235 -4.737 5.667
H -0.265 -2.171 6.614
H 0.082 0.070 5.612
H -0.600 0.161 3.977
H 1.154 0.040 4.191
```

## Properties
E_tot in a.u.: -7212.89826
Spin multiplicity: 5
Total charge: +2
Frontier orbital gap (alpha / beta) in eV: 5.600 / 4.468

***

A single C7H8N4S molecule in a non-equilibrium geometry, computed with wB97M-V/def2-TZVPD.

Geometry as XYZ:
```
20
Properties=species:S:1:pos:R:3
C -3.316 -0.906 -1.352
S -2.571 0.583 -0.510
C -0.964 0.061 -0.142
N -0.462 -1.074 -0.259
C 0.827 -1.318 -0.096
N 1.203 -2.573 -0.537
C 1.701 -0.428 0.427
N 1.328 0.908 0.692
C 2.022 2.011 1.120
C 1.043 2.973 1.326
N -0.202 2.505 0.898
C 0.065 1.254 0.528
H -2.440 -1.675 -1.412
H -3.745 -0.471 -2.191
H -4.157 -1.288 -0.786
H 2.139 -2.889 -0.456
H 0.392 -3.173 -0.505
H 2.742 -0.611 0.320
H 3.055 2.108 1.542
H 1.341 4.003 1.395
```

## Properties
E_tot in a.u.: -888.69326
SMILES: CSc1nc(N)cn2ccnc12
Frontier orbital gap in eV: 8.495
Energy relative to the best compared isomer or geometry (same formula, charge and spin) in kJ/mol: 128.8